The following is a DFT calculation (ωB97M-V/def2-TZVPD) of 6 unconnected molecules or ions with the total composition C26H50BN4O21S.

Computed properties:
**Orbital gap**: 8.62 eV
**Charge**: +1

Structure (XYZ):
```
103
Properties=species:S:1:pos:R:3:forces:R:3
C 8.7657 -6.0194 -1.1449 0.242 0.104 -0.193
C 8.0962 -5.9382 -2.4820 -0.077 0.047 -0.056
O 8.1406 -5.0023 -3.2368 -0.063 -0.013 0.040
O 7.3797 -7.0552 -2.7622 -0.059 -0.077 0.140
C 6.6704 -7.0170 -3.9972 0.108 0.050 -0.600
C 5.4514 -6.0953 -3.9385 -0.183 0.063 0.449
C 4.1112 -6.8504 -3.9932 0.034 0.095 -0.021
C 2.9958 -5.9548 -3.5989 -0.016 -0.138 -0.050
N 2.4270 -5.9585 -2.4275 -0.025 0.035 0.197
N 1.5274 -4.9590 -2.4901 -0.208 -0.096 0.210
O 0.7512 -4.6395 -1.4575 -0.101 0.164 0.341
B 0.9157 -5.5261 -0.2993 -0.097 -0.158 0.188
O 0.2341 -6.6819 -0.3702 0.625 -0.092 -0.564
O 1.6927 -5.1282 0.7346 -0.353 -0.103 0.014
C 1.4959 -4.3278 -3.6307 0.078 0.181 -0.254
C 0.6412 -3.1713 -3.9738 -0.263 0.068 -0.027
C 0.7672 -2.0511 -2.9098 -0.199 0.516 0.291
O -0.2140 -1.7468 -2.2813 0.379 -0.469 -0.067
N 2.0188 -1.4596 -2.6730 0.035 -1.189 -0.501
C 2.5919 -1.8303 -1.3727 -0.168 0.450 0.308
C 3.0037 -1.5686 -3.7491 -0.231 0.295 0.026
N 2.4391 -4.9648 -4.3767 0.131 -0.077 -0.190
S 2.8865 -4.5586 -5.9730 0.127 0.100 -0.206
H 9.2092 -7.0016 -0.9982 -0.079 -0.018 0.081
H 9.5346 -5.2517 -1.1106 -0.011 -0.028 0.058
H 8.0412 -5.8244 -0.3550 -0.049 -0.093 -0.004
H 6.3947 -8.0475 -4.2195 -0.055 -0.010 0.205
H 7.3365 -6.6904 -4.7956 0.081 0.038 0.104
H 5.4954 -5.3222 -4.7052 0.037 -0.091 -0.089
H 5.4819 -5.5688 -2.9809 0.073 0.023 -0.040
H 4.1082 -7.6692 -3.2738 0.042 -0.028 -0.036
H 3.9209 -7.2636 -4.9854 0.024 -0.015 -0.002
H 0.6222 -7.3894 0.1578 -0.339 0.055 0.348
H 1.4765 -4.2847 1.1461 0.282 0.148 -0.106
H -0.4027 -3.4891 -3.9452 0.014 0.052 -0.005
H 0.8676 -2.8358 -4.9837 0.064 -0.008 0.010
H 3.2228 -1.0254 -0.9989 0.032 -0.038 -0.009
H 3.1904 -2.7479 -1.4469 0.042 0.030 -0.077
H 1.7924 -2.0031 -0.6549 0.000 0.139 -0.041
H 3.5579 -2.5155 -3.7292 0.113 0.017 0.052
H 2.5187 -1.4545 -4.7164 0.023 0.040 -0.015
H 3.7048 -0.7408 -3.6579 0.122 -0.115 0.060
H 2.0806 -5.4472 -6.5745 -0.077 -0.019 -0.020
C -1.5411 0.6323 -0.9985 0.054 -0.218 -0.136
O -1.6902 2.0582 -1.0790 1.081 -0.307 -0.163
C -0.7425 2.7256 -0.4271 0.268 -0.047 0.081
O 0.1750 2.2318 0.1807 -0.035 0.029 -0.011
O -0.9789 4.0286 -0.5527 -0.065 -0.002 -0.049
C -0.0319 4.8726 0.1129 0.058 0.171 0.066
H -2.3686 0.2022 -1.5530 0.033 0.119 0.034
H -0.5996 0.3243 -1.4370 0.103 0.160 0.028
H -1.6058 0.3152 0.0385 0.023 -0.009 -0.110
H 0.9673 4.7220 -0.2899 0.000 -0.070 0.021
H -0.0326 4.6815 1.1838 0.022 -0.061 -0.008
H -0.3530 5.8909 -0.0776 -0.032 -0.012 -0.021
C -0.1374 -1.5914 1.3745 0.014 0.055 -0.153
O -1.3553 -2.0164 1.9727 0.066 -0.232 -0.109
C -1.3941 -1.9418 3.3073 -0.208 0.441 -0.150
O -0.4796 -1.6409 4.0246 0.076 -0.167 0.019
O -2.6452 -2.1984 3.6691 -0.076 -0.176 0.219
C -2.9038 -2.1126 5.0780 -0.030 -0.019 0.065
H -0.2867 -1.7060 0.3034 -0.018 0.009 -0.004
H 0.0531 -0.5440 1.6038 0.144 -0.016 0.020
H 0.7088 -2.1991 1.7072 -0.012 0.057 0.159
H -2.6641 -1.1188 5.4499 0.059 -0.005 -0.004
H -2.3284 -2.8609 5.6185 0.051 0.029 0.003
H -3.9653 -2.3070 5.1943 -0.001 -0.013 -0.042
C -4.3334 2.8017 -0.8555 -0.031 0.434 0.056
O -5.0371 2.4049 0.3300 -0.165 -0.217 0.168
C -4.7304 1.1896 0.7722 -0.174 0.375 0.091
O -3.9391 0.4335 0.2684 -0.255 -0.103 0.106
O -5.4372 0.9555 1.8786 0.033 -0.184 -0.136
C -5.1807 -0.3234 2.4695 0.015 -0.042 0.157
H -4.6872 3.8016 -1.0852 -0.135 0.002 0.006
H -3.2594 2.8164 -0.6790 -0.881 0.110 -0.024
H -4.5638 2.1268 -1.6774 0.008 -0.062 -0.019
H -4.1333 -0.4016 2.7484 0.014 -0.076 -0.057
H -5.4408 -1.1279 1.7847 0.057 0.015 -0.051
H -5.8036 -0.3822 3.3579 -0.044 0.111 -0.027
C 0.3745 11.6997 2.2846 0.086 0.054 0.046
O 0.3439 10.4877 1.5215 0.022 -0.005 0.006
C -0.8724 10.1253 1.1220 0.006 -0.007 -0.003
O -1.8963 10.7131 1.3458 -0.020 0.017 0.002
O -0.7625 8.9912 0.4259 0.033 -0.048 -0.032
C -2.0049 8.4846 -0.0657 -0.133 -0.131 -0.052
H 1.4178 11.8634 2.5350 0.013 -0.035 -0.021
H -0.0028 12.5322 1.6947 -0.052 -0.010 0.006
H -0.2154 11.5946 3.1926 -0.048 0.007 -0.022
H -2.4784 9.1932 -0.7420 0.009 0.068 0.051
H -2.6815 8.2548 0.7554 -0.010 0.068 0.021
H -1.7657 7.5732 -0.6054 0.054 0.016 -0.016
C -4.2273 5.5986 6.9522 0.035 0.016 0.103
O -4.9070 4.4472 6.4424 0.009 -0.009 0.005
C -5.3024 4.5627 5.1741 -0.004 -0.029 0.024
O -5.1272 5.5215 4.4687 0.019 0.029 -0.031
O -5.9192 3.4369 4.8248 -0.011 -0.039 0.003
C -6.4038 3.4229 3.4750 -0.145 0.045 -0.029
H -3.9712 5.3590 7.9795 -0.019 -0.038 -0.003
H -3.3237 5.7957 6.3788 -0.022 0.025 -0.040
H -4.8770 6.4708 6.9244 0.007 0.012 -0.051
H -5.5846 3.5362 2.7712 0.005 0.052 -0.015
H -7.1375 4.2133 3.3259 0.066 0.067 0.014
H -6.8727 2.4570 3.3334 0.025 -0.037 0.060
```
Positions in Å, forces in eV/Å.



The following is a DFT calculation (ωB97M-V/def2-TZVPD) of a molecular structure, C26H50BiP2Si.

Computed properties:
**Orbital gap (alpha / beta)**: 4.37 / 4.99 eV
**Charge**: +1
**Relative energy (zero: lowest compared OMol25 entry of this formula, charge and spin)**: 202.8 kcal/mol

Structure (XYZ):
```
80
Properties=species:S:1:pos:R:3:forces:R:3
Bi 0.4284 -0.6298 -1.3597 2.878 0.657 4.200
C -0.8328 3.9830 1.5899 0.102 -0.592 1.720
C -2.0825 3.5071 1.0942 0.363 0.276 0.414
C -1.9035 2.8405 3.2854 -2.439 -0.763 -1.732
C -0.7266 3.5789 2.9478 0.463 0.957 -2.437
C -2.7400 2.7902 2.1400 1.044 -0.144 1.925
C 0.1254 4.8448 0.8613 0.249 0.329 -0.138
H 0.0882 4.6329 -0.2178 0.201 0.181 0.252
H 1.1453 4.6689 1.2339 -0.203 0.174 -0.308
H -0.1192 5.9118 1.0124 0.235 -0.287 -0.209
C 0.3604 3.9042 3.8879 0.403 0.295 0.260
H 1.0627 4.6060 3.4232 -0.058 -0.167 0.246
H 0.9238 3.0102 4.2007 -0.183 0.269 0.018
H -0.0436 4.3756 4.7992 0.185 -0.161 -0.209
C -2.2245 2.3000 4.6270 -0.167 -0.132 0.376
H -2.2864 3.1242 5.3637 0.009 -0.401 -0.185
H -1.4490 1.5955 4.9803 -0.322 0.306 -0.011
H -3.1957 1.7762 4.6106 0.466 0.210 0.140
C -4.1025 2.1987 2.0645 -0.335 -0.099 0.079
H -4.8604 2.9238 2.4280 0.202 -0.470 -0.248
H -4.1531 1.2966 2.7008 -0.203 0.330 -0.391
H -4.3479 1.9304 1.0203 -0.066 0.002 0.545
C -2.6608 3.8107 -0.2397 -0.048 -0.086 -0.392
H -3.3017 4.7178 -0.2011 0.307 -0.449 -0.023
H -3.2902 2.9725 -0.5929 0.223 0.436 0.078
H -1.8626 3.9952 -0.9816 -0.414 -0.025 0.252
C 2.2380 -2.1259 -2.5248 -0.284 -0.001 -0.200
C 2.4653 -0.9316 -3.4369 0.582 1.081 -1.363
C 1.4656 -0.6061 -4.5926 0.556 0.281 -0.107
C 0.0499 -1.1503 -4.5097 0.171 0.015 0.015
C -0.5764 -1.3668 -3.1027 -3.151 -3.033 -2.167
C -0.7868 -2.7738 -2.7775 -0.452 0.938 -1.946
C 0.2339 -3.8352 -2.9672 0.817 0.243 -0.310
C 1.6722 -3.3669 -3.2965 0.823 0.013 0.341
H 1.8783 -0.9419 -5.5564 0.004 0.134 0.370
H 0.0093 -2.0761 -5.0979 -0.134 0.047 0.498
H 1.4262 0.4881 -4.6568 -0.027 -0.312 -0.284
H 1.7791 -3.1995 -4.3791 -0.133 -0.021 0.227
H 3.2950 -2.3957 -2.1904 -1.743 0.301 0.563
H 3.4530 -1.0791 -3.9236 -0.396 0.172 0.013
H 2.3429 -4.2192 -3.0830 -0.387 0.251 -0.085
H 0.2621 -4.4219 -2.0317 -0.230 0.060 -0.364
H -1.7988 -3.1821 -2.6300 0.548 0.589 0.802
H -0.0476 -4.5487 -3.7557 -0.397 0.168 0.133
H -0.6155 -0.4787 -5.0643 0.004 -0.011 0.298
H -1.4636 -0.7114 -2.8989 0.334 -0.999 -0.805
P 2.7264 0.6381 -2.4529 0.532 -2.270 -1.230
C 4.0930 0.0508 -1.3150 -0.153 1.262 0.873
C 1.4975 2.0166 -2.6576 0.827 1.217 0.800
P -1.6094 -2.9449 0.5154 1.594 -1.159 0.508
C 0.0761 -2.6180 -0.1623 0.521 0.479 -1.618
C -2.7774 -1.9875 -0.5728 -0.848 -0.446 -0.357
C -1.5237 -4.9240 0.3995 -1.263 1.083 -0.385
H 3.7347 -0.5744 -0.4725 0.122 0.518 -0.417
H 4.6172 0.9601 -0.9680 -0.080 -0.672 0.170
H 4.8030 -0.5489 -1.9090 -0.507 0.429 -0.121
H 0.6446 1.8703 -3.3455 0.711 -0.575 0.229
H 2.1057 2.8558 -3.0339 -0.746 0.018 0.305
H 1.0609 2.2190 -1.6593 0.244 0.271 -0.484
H -1.1631 -5.2549 -0.5938 -0.356 0.004 0.595
H -2.5219 -5.3754 0.6704 1.099 0.395 -0.403
H -0.7935 -5.1943 1.1814 -0.288 0.252 -0.351
H 0.9110 -3.0919 0.3533 -0.595 0.752 0.401
H 0.6031 -2.7354 -1.1478 -1.528 -1.831 0.638
H -3.5875 -1.6078 0.0682 0.356 -0.155 -0.081
H -3.2807 -2.5240 -1.3874 0.160 -0.023 0.144
H -2.3130 -1.1016 -1.0247 0.076 -0.187 0.301
C 2.2372 0.5649 2.8534 0.286 0.453 -0.148
Si 1.0515 -0.7032 2.1807 0.416 -0.901 0.405
C 1.9698 -2.3773 2.0557 -0.081 0.220 0.221
C -0.2392 -0.8843 3.5093 -0.631 0.179 0.051
H 2.7491 1.1591 2.0890 0.034 -0.047 0.231
H 2.9861 0.0118 3.4366 -0.019 0.120 -0.123
H 1.7134 1.2412 3.5415 0.140 -0.134 -0.311
H 2.6902 -2.3871 1.2151 -0.319 -0.213 0.455
H 1.2473 -3.2126 1.9822 0.598 0.512 0.231
H 2.4999 -2.5030 3.0069 0.188 0.087 -0.093
H -0.3427 0.0527 4.0703 -0.024 -0.160 -0.247
H -1.2268 -1.1933 3.1545 0.164 -0.024 0.115
H 0.1275 -1.6396 4.2167 -0.027 -0.021 -0.152
```
Positions in Å, forces in eV/Å.



| no. | electronic energy (Eh) |
| --- | --- |
| 1 | -3242.67729 |
| 2 | -2206.82514 |